Here is C35H29N5O3P2PtS2Se2 as an isolated structure in a non-equilibrium geometry from OMol25. Energies are from ωB97M-V/def2-TZVPD.

Calculated values
Multiplicity   3
Net charge   0
E_LUMO (spin up / spin down)   -1.4121 / -4.6198 eV
<S²>   2.01
M   1046.7 u

Geometry as XYZ:
```
79
Properties=species:S:1:pos:R:3:mulliken_spin:R:1
Pt -0.85060 -1.84585 -2.02262 0.71
Se -0.20119 4.97990 0.00165 0.95
P -0.02439 3.20012 1.11823 0.01
C -1.23559 3.21327 2.47977 0.02
C -2.56855 3.28045 2.07819 -0.01
C -3.56769 3.36559 3.02896 0.00
C -3.23515 3.38967 4.37571 0.00
C -1.90869 3.32821 4.77200 0.00
C -0.90036 3.24098 3.82592 -0.01
C 1.65851 3.04522 1.77874 -0.04
C 2.54343 2.10134 1.27579 0.00
C 3.87062 2.13442 1.66613 0.00
C 4.31092 3.10840 2.54725 0.00
C 3.43431 4.07316 3.02129 0.02
C 2.11104 4.05115 2.62795 0.03
C -0.39225 1.75340 0.11840 -0.03
C -0.33048 0.34851 0.13795 0.03
N -0.74963 -0.03200 -1.09019 0.02
N -1.04233 1.03809 -1.78964 0.03
N -0.83833 2.10537 -1.09613 0.01
P 0.01604 -1.01821 1.25794 0.03
Se 0.65981 -2.72841 0.16874 0.11
C 1.24110 -0.47514 2.49401 -0.03
C 0.86141 0.33949 3.55467 0.00
C 1.81175 0.75065 4.47364 0.00
C 3.13142 0.35004 4.34565 0.00
C 3.50368 -0.46936 3.29219 0.01
C 2.56271 -0.88245 2.36781 0.02
C -1.55520 -1.26728 2.15430 0.00
C -1.95319 -2.55874 2.47409 -0.01
C -3.16351 -2.77335 3.10928 0.00
C -3.96881 -1.69573 3.44336 0.00
C -3.56618 -0.40659 3.13075 0.00
C -2.36987 -0.18779 2.47584 0.00
H -2.80342 3.27613 1.02022 0.00
H -4.60199 3.42302 2.72492 0.00
H -4.01178 3.46074 5.12137 0.00
H -1.65368 3.35509 5.82178 0.00
H 0.13740 3.20207 4.12851 0.00
H 2.20161 1.35808 0.56636 0.00
H 4.56592 1.41379 1.26151 0.00
H 5.34801 3.13189 2.84555 0.00
H 3.79067 4.85961 3.67011 0.00
H 1.43138 4.83449 2.93608 0.00
H -0.17191 0.64160 3.66483 0.00
H 1.51828 1.38480 5.29634 0.00
H 3.86642 0.68148 5.06479 0.00
H 4.53277 -0.77677 3.18972 0.00
H 2.84250 -1.51718 1.53821 0.01
H -1.32094 -3.39494 2.20245 0.00
H -3.48375 -3.77966 3.33528 0.00
H -4.91766 -1.86350 3.93086 0.00
H -4.18669 0.43920 3.38628 0.00
H -2.08290 0.81582 2.19796 0.00
S -1.13492 -5.31461 -4.97041 0.00
C -0.32048 -5.78008 -3.53148 0.00
C -0.34711 -4.77030 -2.62578 0.00
N -1.00390 -3.65084 -3.04057 0.03
C -1.48064 -3.80294 -4.24679 0.00
H 0.12703 -6.75069 -3.44319 0.00
H 0.10022 -4.80227 -1.64478 0.00
H -2.04235 -3.06203 -4.78161 0.00
N -1.64575 -0.54607 -4.03193 0.13
C -0.68715 -0.89936 -4.99552 -0.04
C -1.02192 -1.09954 -6.33328 0.01
C -0.05463 -1.51685 -7.23581 0.00
C 1.21800 -1.74759 -6.77716 0.01
C 1.57959 -1.58516 -5.45850 0.00
C 0.61742 -1.15964 -4.56368 0.01
S 2.51101 -2.35077 -7.94468 0.00
O 3.23399 -3.29538 -7.11638 0.00
O 1.72903 -2.93392 -9.01466 0.00
O 3.19731 -1.11192 -8.25414 0.00
H -1.39493 0.28609 -3.48755 0.00
H -2.57754 -0.43468 -4.41293 0.00
H -2.03828 -0.93690 -6.66299 0.00
H -0.29229 -1.68300 -8.27275 0.00
H 2.58879 -1.80933 -5.15664 0.00
H 0.84450 -1.04454 -3.49750 0.00
```